(1)
# C18H13MoN7O7S3Sb

A molecular structure, C18H13MoN7O7S3Sb at a distorted geometry (ωB97M-V/def2-TZVPD, the OMol25 dataset).

HOMO level (alpha / beta): -13.473 / -13.473 eV
Total energy: -84517.0141 eV
Multiplicity: 2
Expectation value of S²: 0.76
Charge: +2

Geometry as XYZ:
```
50
Properties=species:S:1:pos:R:3:forces:R:3
H 1.066743 3.176320 0.059507 0.022 -0.034 -0.032
N -1.420685 3.670705 2.078041 0.022 0.179 0.266
H -2.663120 3.806548 3.760172 0.037 -0.098 0.073
C -4.839955 8.388393 0.575195 -0.052 0.117 0.000
H -2.434915 1.053152 3.226389 0.003 0.034 0.008
O -0.772010 1.238441 -1.407683 -0.158 0.211 -0.950
H -3.587995 2.079683 2.357458 0.018 0.018 -0.057
C -1.763729 1.368164 -3.609732 -0.277 0.006 0.143
Sb 0.600747 -1.805157 2.637259 0.229 0.282 -1.277
S -0.430394 -0.619119 4.294430 -0.201 0.332 0.456
H -3.012693 9.423553 1.055558 -0.023 -0.025 -0.006
H 1.786083 1.133544 -5.134755 0.004 0.028 -0.002
C -2.319813 4.453971 2.960904 -0.142 -0.027 -0.260
H -5.281726 9.264825 0.117773 0.044 -0.035 0.047
S -1.074757 -1.375382 0.462707 0.338 0.557 -0.226
C -4.943976 6.115951 1.219739 -0.207 -0.096 -0.021
O -1.115798 1.641817 -7.616481 0.163 -0.031 0.155
N -3.437420 4.974887 2.263038 -0.027 -0.308 0.141
C 1.641370 0.875108 -2.287097 0.107 0.653 -0.502
C 0.804221 1.206981 -4.686652 0.262 -0.012 -0.041
C 0.202117 3.170709 0.703942 -0.090 -0.199 0.136
N -0.566361 2.028852 0.952163 0.459 0.116 -0.196
C -3.671904 6.228320 1.770928 -0.058 -0.189 -0.194
C -0.669095 1.221690 -2.779881 0.092 -0.151 0.479
N -3.125038 1.404182 -3.044824 -0.112 0.307 0.233
H -6.565035 7.151570 0.231896 0.068 -0.039 -0.061
O -3.282070 0.849930 -1.967496 0.048 -0.018 -0.223
C -2.668250 1.502619 2.259972 0.099 -0.001 0.005
N -5.405426 4.815912 1.396223 0.446 0.120 0.229
C -0.324683 4.184559 1.411093 -0.133 0.095 0.048
H -0.023277 5.216741 1.490358 -0.062 -0.059 0.028
H -1.745920 5.272454 3.380968 0.135 0.020 0.049
C -2.926959 7.405784 1.719034 0.113 0.041 0.010
N -0.114134 1.552701 -6.943956 0.017 0.056 -0.219
O 1.249048 -0.202815 -1.453164 0.230 0.270 0.197
C -1.558113 2.370841 1.785122 -0.119 -0.093 -0.157
C -1.585368 1.476093 -4.971654 -0.144 -0.007 -0.160
O -3.967889 1.997720 -3.668050 0.146 -0.194 -0.007
H -1.916659 7.481761 2.104930 -0.090 0.025 0.075
O 1.031053 1.583635 -7.337894 -0.193 -0.052 0.110
S 1.718089 0.126571 1.561856 0.677 -0.084 0.531
Mo 0.143411 0.317920 -0.073518 -1.459 -1.665 1.290
C 0.606386 1.100889 -3.324105 -0.146 -0.180 0.320
H -2.432089 1.609459 -5.631536 -0.025 0.025 -0.004
C -3.541865 8.481264 1.118193 0.013 -0.018 -0.066
C -5.556558 7.217598 0.618676 -0.184 0.015 -0.008
N -4.513243 4.152681 2.017458 -0.068 0.491 -0.170
C -0.305900 1.405425 -5.478808 0.014 0.020 -0.172
H -2.845037 0.706655 1.541205 -0.021 -0.016 -0.031
O 2.566988 1.554733 -2.005578 0.185 -0.384 0.013
```
Forces are in eV/Å.



(2)
# C22H37CdN7O

A molecular structure, C22H37CdN7O at a distorted geometry (ωB97M-V/def2-TZVPD, the OMol25 dataset).

HOMO level: -14.297 eV
Total energy: -40442.0809 eV
Multiplicity: 1
Charge: +2

Geometry as XYZ:
```
68
Properties=species:S:1:pos:R:3:forces:R:3
H -1.296844 -5.047361 3.120991 0.186 -0.161 -0.114
H 2.028236 2.283254 2.408710 0.286 0.365 0.012
N -1.741528 -0.733672 -0.282624 -0.363 0.324 0.793
C -3.525527 -0.600198 -1.851440 -0.288 0.488 0.970
H -1.868864 5.616839 -0.680336 0.478 -0.170 -0.657
H 2.126559 0.598604 2.815121 0.054 -0.087 -0.403
H 4.079911 0.774448 1.274157 -1.041 0.164 -0.044
C 0.167418 1.329403 2.480933 -0.531 -0.156 0.994
C 2.539380 -0.718225 -2.682987 1.020 -0.083 0.101
C 1.274677 5.306939 0.409184 0.427 0.955 -0.180
C -0.392693 3.953240 -0.592928 -1.473 -0.869 0.919
H 3.686118 1.728581 -0.119770 -0.195 -0.904 0.049
H 1.171356 -7.013444 1.345762 -0.445 1.116 -0.831
C 0.439227 -3.821187 1.508918 0.717 1.118 -1.234
C -3.919474 -0.188840 0.527449 -0.265 0.118 0.356
N 0.334718 -5.115035 1.742601 -1.865 0.044 -0.188
H 4.711677 -0.250834 -0.938122 -0.745 0.024 -0.113
O 0.815690 3.905245 0.193506 0.375 1.590 0.012
H -5.472387 -0.267886 -0.994135 -0.289 0.547 0.061
H -0.288059 2.338882 2.314355 0.106 -0.920 -0.544
H -1.203607 3.363536 -0.031797 0.903 1.022 -0.283
C 3.368378 0.798980 0.415096 1.205 0.652 -0.332
H 1.958478 -5.649871 0.498201 -0.460 -0.139 0.164
H -0.959487 -6.612533 2.400941 -0.215 -0.398 -0.096
C -0.017468 6.179950 0.257521 1.202 0.517 1.152
H -0.398172 5.724043 -1.802700 -0.406 0.315 -0.177
H 3.384968 -1.158390 -3.248197 -0.326 0.140 0.274
N 2.678848 -1.057247 -1.217586 0.113 0.681 -0.350
C 1.225904 -1.259732 -3.284310 -0.219 0.309 0.365
C -1.800321 0.096561 1.958059 0.949 0.097 0.367
H -2.593742 -2.167905 -3.809004 -0.615 -0.178 0.017
C 3.775329 -0.495824 -0.386967 -0.017 1.286 -0.602
C -2.508544 0.447686 3.223550 -1.617 0.475 0.599
H 2.814952 -2.037505 -1.180684 0.073 -1.171 -0.103
H 4.138927 -1.259041 0.290219 -0.511 -0.314 0.322
N 1.925785 0.990075 0.747311 0.356 0.645 -0.642
H -0.937865 -2.810719 -4.009599 -0.643 0.838 0.035
Cd 0.614001 -0.863883 0.109480 0.204 1.161 -0.915
H 2.090605 5.623927 -0.327375 -1.166 -0.797 0.635
N 0.624279 -2.704078 1.195307 -0.282 -2.737 1.222
C -1.057276 -5.564478 2.184895 0.940 1.053 0.859
H 0.175701 7.285139 0.069105 -0.008 -1.514 -0.127
H -1.380426 -1.187174 -4.683988 -0.154 -0.558 0.637
H 2.628351 0.364074 -2.880482 -0.254 -0.338 0.613
H 1.724477 5.476293 1.429873 -0.534 -0.814 -0.949
H -0.293091 3.333225 -1.493887 0.411 0.555 -0.178
H -2.488574 1.511395 3.571379 0.338 -0.620 -0.730
H 1.012119 -0.651502 -4.192013 -0.048 -0.416 0.542
N -0.535653 0.248019 1.795808 -1.052 1.332 -0.501
H -3.887885 -0.673392 -2.881085 0.114 0.053 0.484
C -0.788746 5.445239 -0.829381 0.030 -0.828 0.852
C -1.074838 -1.251489 -2.496296 -0.151 -0.304 -2.343
H 0.076382 1.210782 3.562626 0.178 -0.030 0.199
C 0.968706 -6.049600 0.782565 1.557 -0.580 0.891
H 1.318391 -2.312370 -3.639457 -0.170 0.528 0.559
H -1.998843 -0.110298 4.058511 -0.902 0.233 -0.761
H -1.864693 -5.318869 1.496112 0.337 -0.252 -0.447
H 0.398745 -6.214792 -0.127825 -0.335 -0.023 0.125
C -1.563897 -1.893003 -3.834776 2.000 0.471 0.443
H -3.628793 0.243477 3.095907 1.747 -0.136 0.721
H -0.480886 6.177636 1.276399 -0.186 -0.244 -0.979
C 1.638297 1.311903 2.137155 0.556 -0.381 1.197
N 0.174314 -1.042533 -2.262636 -1.634 -0.030 -0.113
C -2.168751 -0.820230 -1.530170 -0.034 -0.613 0.345
H 1.636611 1.871206 0.269780 0.121 -0.905 -0.024
H -4.629860 0.034631 1.356359 0.785 -0.201 -0.777
C -4.419796 -0.252371 -0.782574 2.027 -1.587 -0.830
C -2.540906 -0.397674 0.751264 -0.357 0.240 -1.319
```
Forces are in eV/Å.



(3)
# C29H19AsCdN3O5S2

A molecular structure, C29H19AsCdN3O5S2 (ωB97M-V/def2-TZVPD, the OMol25 dataset).

HOMO level: -4.743 eV
Total energy: -132163.4999 eV
Multiplicity: 1
Charge: -1

Geometry as XYZ:
```
60
Properties=species:S:1:pos:R:3:forces:R:3
H -0.428408 -0.482975 -2.557346 0.023 0.027 -0.042
H -3.657347 -2.950804 -0.529181 -0.034 -0.001 -0.038
C -2.742719 -2.432243 -0.273873 -0.022 -0.116 -0.022
H 5.333704 -2.122751 2.752807 0.075 0.005 0.008
C 2.191982 -2.786724 3.818321 -0.023 -0.016 0.038
H 2.814553 2.166348 0.101088 0.026 -0.055 -0.035
H -5.156517 0.195523 -3.841303 -0.026 0.012 -0.022
C -2.790954 -1.282234 0.496728 -0.026 0.098 0.091
H -3.960133 -1.874872 -4.542481 0.000 -0.014 0.009
H 4.735080 1.067002 -3.570308 0.022 0.004 -0.018
O -0.296913 1.483490 -1.135556 0.644 -0.046 0.241
O 0.804452 1.343411 1.596090 0.025 -0.148 -0.216
H -1.655686 0.275611 1.442306 0.002 0.134 -0.006
C 3.404789 -0.389804 -2.734340 0.011 -0.005 0.020
C -0.347863 -2.277947 -0.363940 0.029 -0.014 0.018
C -2.118651 0.832483 -2.481724 0.096 -0.066 -0.106
C -1.455257 4.220492 3.111701 0.032 -0.114 -0.205
C -1.782965 4.727371 4.353451 0.026 0.024 -0.080
H 1.661779 -3.370514 4.558540 -0.011 -0.011 0.020
C 2.343826 0.225293 -0.672593 -0.120 0.026 0.013
H -3.737745 -0.897353 0.849530 -0.042 0.015 0.010
C 2.164463 -1.235474 1.984876 -0.049 -0.014 -0.079
C -0.403397 -1.099071 0.369459 0.088 0.007 0.020
H 4.383586 2.697277 -1.747954 -0.014 -0.021 0.007
C 3.577327 -2.825815 3.760641 0.016 -0.013 -0.007
S -0.088976 4.874479 2.242495 -0.039 -0.023 -0.109
C 1.484288 -1.994579 2.929386 -0.153 0.011 0.032
C -4.118128 0.052218 -3.577158 -0.001 -0.051 -0.037
H -3.943681 1.918410 -2.507998 -0.037 0.078 0.030
H -1.481111 -3.840845 -1.289416 0.014 -0.039 -0.001
C 4.255343 -2.083173 2.806427 0.003 -0.012 0.022
C -2.139604 -1.266535 -3.595075 -0.053 -0.002 -0.011
H 4.129474 -3.438278 4.460097 0.022 -0.039 0.022
O -1.969673 2.899549 -1.322291 -0.234 0.193 -0.024
H 0.598818 -2.694251 -0.682527 -0.019 -0.006 -0.008
H 0.398946 -1.966763 2.973645 0.098 0.019 0.005
N -3.753787 3.832310 5.736512 -0.166 -0.065 0.126
As 1.164163 -0.074112 0.817942 -0.042 0.047 0.109
O -2.060984 -3.330415 -4.612639 0.069 -0.072 0.090
C -3.449332 1.016579 -2.835906 0.111 -0.023 -0.008
O -0.297532 -2.650111 -3.577242 -0.168 -0.083 -0.131
C 3.872817 1.742348 -1.729273 0.025 0.096 0.033
C -1.522556 -2.936432 -0.697289 0.024 -0.055 0.103
H 4.082340 -0.710935 1.167129 -0.042 -0.020 0.070
C -2.875206 4.222657 5.102432 -0.087 -0.063 0.033
N -0.478947 6.641413 5.465997 0.093 0.155 0.087
C -1.450683 -0.322929 -2.861588 -0.132 0.064 0.021
C 3.005379 1.445754 -0.688649 -0.066 0.091 0.062
C 3.549784 -1.286899 1.917713 0.085 0.061 -0.103
C -1.406863 1.828170 -1.608198 -0.429 0.010 -0.148
C -3.465186 -1.105085 -3.970318 0.067 0.037 0.071
C 4.069551 0.827742 -2.751572 0.017 -0.029 -0.042
N -1.448520 -2.510419 -3.953618 0.176 0.085 -0.135
H 3.546603 -1.099666 -3.537255 0.004 -0.033 -0.035
C 2.545966 -0.696978 -1.689653 -0.027 0.008 -0.061
S -2.401988 2.946678 2.404345 -0.013 0.037 0.075
C -1.053550 5.785142 4.952784 0.087 0.060 0.033
C -1.621537 -0.613746 0.825320 -0.042 0.027 0.007
Cd -0.576165 3.023664 0.641783 0.098 -0.132 0.209
H 2.019549 -1.640682 -1.701283 0.011 -0.029 -0.006
```
Forces are in eV/Å.



(4)
# C8H11NOS

2 unconnected molecules or ions with the total composition C8H11NOS at a distorted geometry (ωB97M-V/def2-TZVPD, the OMol25 dataset).

HOMO level (alpha / beta): -4.255 / -8.767 eV
Total energy: -22841.6692 eV
Multiplicity: 3
Expectation value of S²: 2.02

Geometry as XYZ:
```
22
Properties=species:S:1:pos:R:3:forces:R:3
H -3.004848 -2.040747 -0.188150 -0.284 0.608 -0.245
H 0.881874 0.699479 1.845056 1.352 -1.102 -1.817
H 1.755035 -1.745917 1.833249 0.396 0.756 -1.537
C 2.505291 -1.529507 -0.245879 -0.057 -1.004 1.681
H 3.407160 -1.076475 -2.102172 0.435 -0.473 -1.023
H -1.212343 -0.444200 0.247512 0.251 0.298 -0.132
N -2.362385 1.207005 -0.066533 0.764 0.711 0.246
H 2.846415 -2.507475 -0.256961 0.680 -1.824 -0.151
O -0.305255 2.634791 0.789603 0.080 0.371 -1.226
H -4.343013 -0.691685 -0.098279 1.832 -0.690 0.359
S 0.975177 2.680842 -0.322980 0.403 -2.740 1.188
C -3.299310 -1.062376 0.232557 -1.561 -0.405 1.633
H -3.376020 -1.316051 1.358656 -0.014 0.473 -1.505
H -1.138292 2.271768 0.300806 0.764 -0.387 0.538
C 1.912689 -1.100628 0.907784 -1.011 1.087 1.917
H 2.176468 1.252124 -2.166489 0.846 -0.039 -1.337
C 2.771185 -0.725401 -1.341953 -0.338 2.280 -1.546
C 1.468748 0.226038 0.951434 -1.521 0.516 1.988
C 2.227959 0.521505 -1.398707 0.304 -0.723 -0.255
C -2.216857 -0.045741 0.120446 -1.440 1.008 -0.402
C 1.553062 1.000529 -0.291418 -2.066 3.119 1.719
H -3.222747 1.792113 -0.107589 0.183 -1.837 -0.094
```
Forces are in eV/Å.